Molecular formula: C8H26O5Si4
Method: DFT, wB97M-V/def2-TZVPD

Last column: Löwdin charge in e.
Cartesian coordinates (Å):
1 O 0.7709 3.3253 0.9656  -0.159
2 O -0.8147 -0.6499 -1.9069  -0.163
3 O -0.8242 1.1120 0.4165  -0.252
4 O 1.1220 -2.4428 -1.1867  -0.230
5 O 0.5156 -1.2712 1.2033  -0.206
6 C -0.4411 2.9822 -1.8080  -0.114
7 C -1.9067 3.7769 0.8153  -0.144
8 C -0.5527 -2.8555 -3.6234  -0.153
9 C -1.7240 -3.3727 -0.8074  -0.129
10 C -1.5743 -0.4823 2.7320  -0.148
11 C 0.8163 1.1241 2.7552  -0.132
12 C 2.1648 0.1716 -0.9091  -0.109
13 C 3.0193 -2.3408 0.9281  -0.120
14 Si -0.4794 2.7536 0.0784  0.352
15 Si -0.4710 -2.2585 -1.7318  0.363
16 Si -0.2718 0.1210 1.6179  0.206
17 Si 1.6239 -1.4197 0.0058  0.286
18 H 0.8074 4.2867 1.1640  0.099
19 H -0.9645 0.0121 -1.1386  0.058
20 H -0.5806 3.9964 -2.1104  0.030
21 H 0.5245 2.7268 -2.2105  0.029
22 H -1.1321 2.2875 -2.1706  0.011
23 H -2.7975 3.6509 0.2149  0.019
24 H -1.7961 4.8663 0.8384  0.033
25 H -2.1704 3.3268 1.8094  0.047
26 H -0.5716 -1.9239 -4.1992  0.004
27 H 0.4074 -3.4515 -3.9319  0.058
28 H -1.4436 -3.3383 -3.9909  -0.001
29 H -2.3919 -3.9243 -1.4881  0.040
30 H -2.1819 -2.7018 -0.0919  0.013
31 H -1.1266 -4.1083 -0.3428  0.010
32 H -2.2439 -1.2517 2.2794  0.044
33 H -1.1013 -0.8436 3.7005  0.069
34 H -2.0433 0.4523 3.1137  0.041
35 H 1.3755 1.7747 2.0660  0.013
36 H 1.4669 0.4051 3.2429  0.039
37 H 0.3152 1.7353 3.5197  0.055
38 H 1.3508 0.8708 -0.9036  -0.027
39 H 3.1137 0.6178 -0.4965  0.063
40 H 2.3740 -0.2172 -1.9014  0.040
41 H 3.0066 -2.1965 2.0204  0.036
42 H 2.8602 -3.3886 0.7656  0.022
43 H 3.9702 -1.9371 0.6968  0.006

As for the relative energy (zero: lowest compared OMol25 entry of this formula, charge and spin): 8.6 kcal per mole. The value obtained for the total energy is -1855.02679 Eh. The calculation puts the HOMO-LUMO gap at 10.0 eV. The HOMO energy comes out at -9.63 eV. Its max |F| is 3.285 eV/A.

=====

Molecular formula: C8H27LiNO8
Method: DFT, wB97M-V/def2-TZVPD

Last column: Löwdin charge in e.
Cartesian coordinates (Å):
1 Li 14.0308 5.8787 9.1052  0.607
2 O 14.7037 5.6462 11.0033  -0.451
3 C 14.7892 7.0075 11.4832  -0.381
4 C 14.0189 8.1337 10.6107  -0.425
5 O 13.9096 8.0301 9.2301  -0.419
6 H 15.8241 7.2875 11.6800  0.060
7 H 14.5456 7.0731 12.5436  0.064
8 H 14.4384 9.0978 10.8982  0.074
9 H 12.9786 8.0976 10.9339  0.057
10 C 10.1838 4.2964 5.2767  -0.062
11 O 10.7230 3.8389 6.5871  -0.187
12 C 12.1009 3.6503 6.6427  -0.249
13 C 12.5489 3.4682 8.0908  -0.227
14 N 12.1641 4.5528 9.0285  -0.046
15 C 11.8060 3.8982 10.3374  -0.171
16 C 11.1734 4.8975 11.3860  -0.200
17 O 9.8636 5.2739 10.9657  -0.195
18 C 9.2182 6.1048 11.9417  -0.102
19 H 10.6381 5.2251 4.9312  0.081
20 H 9.1346 4.5274 5.4608  0.075
21 H 10.0928 3.5777 4.4623  0.072
22 H 12.5688 4.5949 6.3655  0.111
23 H 12.4157 2.7587 6.1006  0.125
24 H 13.6341 3.3679 8.1141  0.079
25 H 12.0996 2.5275 8.4092  0.112
26 H 11.2695 4.8872 8.7000  0.097
27 H 12.6241 3.3049 10.7460  0.105
28 H 10.9863 3.2017 10.1615  0.105
29 H 11.8829 5.7246 11.3631  0.109
30 H 11.2298 4.3650 12.3354  0.117
31 H 8.1455 6.1878 11.7668  0.075
32 H 9.6319 7.0997 11.7775  0.087
33 H 9.3608 5.7226 12.9525  0.080
34 O 15.0290 5.1061 7.3786  -0.055
35 H 15.8380 4.5956 7.3436  0.058
36 H 15.0844 5.6954 6.6263  0.057
37 O 16.2756 8.6138 7.6109  -0.084
38 H 15.8825 9.0017 6.8291  0.007
39 H 15.5353 8.2503 8.0967  -0.037
40 O 17.5142 5.7863 9.9575  -0.075
41 H 16.6093 6.0442 10.1334  -0.027
42 H 17.7049 5.1167 10.6144  0.019
43 O 15.1114 2.5734 10.0297  -0.057
44 H 15.9586 2.7485 9.6200  0.025
45 H 14.9015 3.3796 10.5010  -0.007

Its total charge is -1. The value obtained for the total energy is -985.20934 Eh. The calculation puts the HOMO-LUMO gap at 5.7 eV. The HOMO energy comes out at -3.21 eV. Its max |F| is 2.814 eV/A.

=====

Molecular formula: C8H27N9O5Tl
Method: DFT, wB97M-V/def2-TZVPD

Last column: Löwdin charge in e.
Cartesian coordinates (Å):
1 Tl -0.3726 0.7942 -0.1580  0.952
2 C -2.8415 1.2612 -6.6390  -0.015
3 C -2.1720 0.6484 -5.4432  -0.448
4 C -0.7906 0.1237 -5.9103  -0.143
5 O 0.1606 0.0155 -4.8500  -0.131
6 C 1.3901 -0.4221 -5.4597  -0.057
7 N -2.0240 1.5951 -4.4893  0.165
8 H -2.9486 0.5136 -7.4249  0.116
9 H -2.3217 2.0989 -7.1039  0.106
10 H -3.8084 1.6728 -6.3494  0.104
11 H -2.7954 -0.1913 -5.1360  0.169
12 H -0.2459 0.8480 -6.5160  0.151
13 H -0.9114 -0.8469 -6.3914  0.154
14 H 2.1251 0.3272 -5.7536  0.110
15 H 1.2430 -1.1416 -6.2651  0.105
16 H 1.9678 -0.9073 -4.6729  0.101
17 H -1.4046 2.2543 -4.9386  0.131
18 H -2.9012 2.0561 -4.2943  0.132
19 C -3.3031 1.2534 5.5627  -0.728
20 O -3.0289 1.2431 4.3610  0.101
21 N -4.1411 2.0512 6.1361  0.228
22 N -2.5057 0.6338 6.3685  0.200
23 H -4.6380 2.5153 5.3893  0.141
24 H -4.1738 2.3378 7.1041  0.149
25 H -1.7959 0.0642 5.9306  0.129
26 H -2.6796 0.4625 7.3485  0.137
27 C 3.0993 3.1297 4.2223  -0.753
28 O 2.3273 3.2485 3.3015  0.107
29 N 3.6126 2.0081 4.6345  0.201
30 N 3.5902 4.1212 4.9109  0.205
31 H 3.1847 1.1857 4.2338  0.127
32 H 3.9824 2.0308 5.5741  0.131
33 H 4.3110 3.9127 5.5870  0.131
34 H 3.4578 5.0553 4.5504  0.143
35 C -3.7973 -4.2509 0.8711  -0.735
36 O -3.4388 -3.2544 0.2352  0.084
37 N -4.6327 -5.0639 0.3410  0.215
38 N -3.3927 -4.7147 2.0011  0.199
39 H -4.9902 -5.8250 0.9004  0.135
40 H -5.1856 -4.9493 -0.4964  0.148
41 H -2.5914 -4.2382 2.3897  0.133
42 H -3.7404 -5.5809 2.3870  0.139
43 C 5.7324 -0.8207 0.2671  -0.755
44 O 4.7576 -0.1576 -0.0667  0.099
45 N 5.6640 -1.6475 1.2709  0.215
46 N 6.9127 -0.5947 -0.1270  0.213
47 H 6.5786 -1.9303 1.5927  0.133
48 H 4.7826 -1.8592 1.7163  0.135
49 H 7.0103 0.1362 -0.8172  0.149
50 H 7.6830 -1.2015 0.1148  0.144

As for the relative energy (zero: lowest compared OMol25 entry of this formula, charge and spin): 0.0 kcal per mole. Its total charge is +3. The value obtained for the total energy is -1361.34052 Eh. The calculation puts the HOMO-LUMO gap at 1.5 eV. The HOMO energy comes out at -16.09 eV. Its max |F| is 6.202 eV/A.

=====

Molecular formula: C8H28BO8
Method: DFT, wB97M-V/def2-TZVPD

Last column: Löwdin charge in e.
Cartesian coordinates (Å):
1 B 0.2428 -0.4143 -1.1712  -0.423
2 H 0.0112 -1.0174 -0.3070  -0.088
3 H 0.2998 -1.0555 -2.0371  -0.086
4 H -0.6072 0.2218 -1.3637  -0.104
5 H 1.0262 0.3070 -0.9969  -0.083
6 C -2.6795 2.5228 1.6774  -0.256
7 C -3.0844 3.2345 2.9645  -0.298
8 O -3.6407 4.4107 2.6143  -0.037
9 O -1.4638 2.9664 1.1092  -0.054
10 H -3.5191 2.4881 0.9833  0.114
11 H -2.5310 1.4562 1.8460  0.112
12 H -2.2024 3.3081 3.6007  0.118
13 H -3.7836 2.5970 3.5057  0.117
14 H -4.5512 4.5068 2.9031  0.093
15 H -1.1118 2.2973 0.5177  0.080
16 C -1.8870 -0.0186 -5.3622  -0.290
17 C -1.9041 1.4379 -5.0053  -0.219
18 O -0.8100 1.8244 -4.0900  -0.078
19 O -2.2055 -0.7874 -4.2491  -0.050
20 H -0.9180 -0.2945 -5.7781  0.121
21 H -2.6534 -0.1588 -6.1244  0.115
22 H -2.8715 1.6863 -4.5689  0.112
23 H -1.7505 2.0564 -5.8896  0.109
24 H -0.7223 1.1469 -3.4155  0.030
25 H -1.5622 -0.6386 -3.5522  0.055
26 C 2.9138 -4.2832 -1.3068  -0.258
27 C 3.9051 -3.2017 -0.9560  -0.260
28 O 3.7459 -1.9892 -1.6510  -0.078
29 O 1.6172 -3.9557 -0.8515  -0.058
30 H 3.2295 -5.1807 -0.7749  0.109
31 H 2.9398 -4.5443 -2.3648  0.114
32 H 4.9567 -3.4782 -1.0324  0.116
33 H 3.7099 -2.7917 0.0349  0.119
34 H 2.8706 -1.5990 -1.5954  0.057
35 H 1.4840 -3.0110 -0.9589  0.044
36 C 1.4429 -0.1394 5.2872  -0.265
37 C 1.2645 -0.4408 3.8308  -0.295
38 O 1.9131 0.5052 3.0608  -0.044
39 O 0.6705 0.9378 5.7559  -0.057
40 H 2.5069 0.0713 5.3951  0.115
41 H 1.2903 -1.0356 5.8885  0.118
42 H 0.2462 -0.6051 3.4782  0.126
43 H 1.7090 -1.4223 3.6656  0.113
44 H 1.6872 0.4050 2.1332  0.094
45 H 0.7756 1.6754 5.1505  0.083

As for the relative energy (zero: lowest compared OMol25 entry of this formula, charge and spin): 0.0 kcal per mole. Its total charge is -1. The value obtained for the total energy is -948.24483 Eh. The calculation puts the HOMO-LUMO gap at 8.6 eV. The HOMO energy comes out at -5.97 eV. Its max |F| is 4.702 eV/A.